37
Properties=species:S:1:pos:R:3:lowdin_spin:R:1 method="wB97M-V/def2-TZVPD" fmax_ev_per_a=0.48 energy_ev=-81214.2729 e_above_lowest_kcal_mol=0.0 spin_multiplicity=2 charge=+1 e_lumo_ev="-3.2 / -5.2"
Cu -0.06620 0.49159 -0.76437 0.194
N 3.25900 2.69829 -2.08095 0.000
C 2.23790 2.70794 -1.21858 0.000
N 1.56612 1.58163 -1.34281 0.009
C 2.24435 0.91604 -2.32617 0.000
N 3.28333 1.55672 -2.79596 0.000
C 1.77338 -0.40424 -2.76350 0.000
C 2.39928 -1.16555 -3.73661 0.001
N 1.92409 -2.35181 -4.09987 -0.001
C 0.82230 -2.77360 -3.48822 0.001
C 0.19073 -2.02041 -2.50898 -0.001
N 0.66885 -0.83380 -2.14535 0.011
H 3.95697 3.40754 -2.24130 0.000
H 2.01755 3.51982 -0.54392 0.000
H 3.29509 -0.80485 -4.22729 0.000
H 0.42860 -3.73797 -3.78364 0.000
H -0.70661 -2.36483 -2.01304 0.000
C 1.72510 -0.89061 1.53370 0.002
C 0.33736 -0.58337 2.00786 0.012
C -0.05921 -0.89293 3.32404 -0.011
C -1.32802 -0.60576 3.72839 0.013
C -2.22928 -0.00427 2.82882 0.002
C -3.56390 0.31283 3.18675 0.108
C -4.41083 0.88945 2.28122 -0.006
C -3.96082 1.17501 0.98390 0.106
C -2.66080 0.88786 0.58593 0.035
S -2.14653 1.26688 -1.01180 0.501
C -1.76665 0.27811 1.53260 0.023
N -0.49410 -0.01509 1.14589 -0.006
H 2.32132 -1.35519 2.31607 0.000
H 2.22230 0.02674 1.21150 0.001
H 1.68740 -1.56571 0.67595 0.001
H 0.64832 -1.35663 3.99770 -0.001
H -1.65349 -0.83624 4.73643 0.000
H -3.90353 0.08882 4.19094 0.005
H -5.42880 1.12710 2.55931 -0.003
H -4.63056 1.63048 0.26534 0.003

26
Properties=species:S:1:pos:R:3:lowdin_spin:R:1 method="wB97M-V/def2-TZVPD" fmax_ev_per_a=6.89 energy_ev=-33030.0171 spin_multiplicity=3 e_lumo_ev="-0.4 / -2.0"
C -1.01918 1.16353 1.53422 0.328
C -2.00828 0.87074 2.41409 0.109
C -1.09329 1.18352 0.04340 0.043
C -3.33787 0.69218 1.84237 0.408
C -2.49616 1.02696 -0.49224 0.092
C -3.50092 0.72712 0.48421 0.357
C 3.46282 -0.85691 -0.59764 0.000
C 3.54202 -2.23439 -0.87526 0.000
C 4.29247 -1.28376 -1.75691 0.000
C -2.52452 1.17358 -1.84335 0.435
N 1.70307 -0.57427 1.30612 0.007
O -0.17245 0.23569 -0.48908 0.040
S 2.59838 0.25706 0.25766 0.002
I -5.55018 0.59701 -0.00651 0.067
H -0.02619 1.36518 1.83351 0.014
H -1.88097 0.78212 3.43361 -0.001
H -0.75442 2.19978 -0.25181 0.022
H -3.99234 0.31235 2.59555 0.021
H 4.11797 -2.88887 -0.14154 0.000
H 2.68628 -2.86031 -1.26094 0.000
H 3.91390 -1.08078 -2.75591 0.000
H 5.42831 -1.35346 -1.75396 0.000
H -1.56270 1.35279 -2.36683 0.024
H -3.42718 1.10027 -2.42041 0.028
H 0.01783 -0.36729 0.26717 0.002
H 1.58362 -1.53984 1.00047 0.000

11
Properties=species:S:1:pos:R:3:nbo_charge:R:1 method="wB97M-V/def2-TZVPD" fmax_ev_per_a=1.67 smiles="O=C(O)C1=C([O-])C(=S)N1" energy_ev=-22648.8081 e_above_lowest_kcal_mol=0.0 spin_multiplicity=1 charge=-1 e_lumo_ev=3.5
O 2.49154 -0.19999 -0.76289 -0.676
C 1.62373 0.31130 -0.07227 0.726
O 1.95776 1.34309 0.78898 -0.716
C 0.25796 -0.02766 -0.03233 -0.317
C -0.84010 0.48472 0.65038 0.518
O -1.17364 1.30171 1.47961 -0.631
C -1.70142 -0.75378 -0.33672 0.015
S -3.14380 -1.41971 -0.68052 -0.246
N -0.48130 -1.00070 -0.80642 -0.567
H 1.16168 1.63553 1.25201 0.487
H -0.15240 -1.67452 -1.47982 0.406

69
Properties=species:S:1:pos:R:3:nbo_charge:R:1 method="wB97M-V/def2-TZVPD" fmax_ev_per_a=1.02 energy_ev=-91471.7733 e_above_lowest_kcal_mol=34.7 spin_multiplicity=1 e_lumo_ev=0.3
Ir -0.43434 0.19404 -0.18246 0.563
I -0.55781 0.79661 2.52305 0.365
C -1.01824 2.75663 1.97367 -0.106
C -1.23137 3.65852 2.97445 -0.258
C -1.52899 4.99739 2.64221 -0.217
C -1.62658 5.35922 1.33225 -0.192
C -1.45025 4.41495 0.28956 0.041
C -1.61967 4.80100 -1.06024 -0.248
C -1.48554 3.88250 -2.05746 -0.186
C -1.13254 2.54952 -1.75479 -0.292
C -0.91485 2.11898 -0.46774 -0.079
C -1.11734 3.06244 0.59549 -0.186
H -1.16646 3.35587 4.01066 0.220
H -1.67101 5.72179 3.43331 0.216
H -1.85371 6.38402 1.06342 0.209
H -1.86456 5.83327 -1.28090 0.207
H -1.65404 4.16963 -3.08891 0.207
H -1.05137 1.83776 -2.56540 0.223
S -2.76821 0.01038 0.04176 -0.049
C -3.15235 -1.42844 -0.88267 -0.109
C -4.33851 -2.12641 -0.65270 -0.268
C -4.63052 -3.27477 -1.37445 -0.230
C -3.71295 -3.75451 -2.30566 -0.234
C -2.53690 -3.05612 -2.53639 -0.218
C -2.26969 -1.87403 -1.84699 -0.253
S -0.81806 -0.95375 -2.20580 -0.133
H -5.02218 -1.75651 0.10348 0.215
H -5.56479 -3.79661 -1.21084 0.209
H -3.91463 -4.66948 -2.84802 0.208
H -1.80445 -3.42452 -3.24595 0.214
N 1.29554 -1.17283 0.56344 -1.196
S 1.73903 -2.70187 0.65993 1.107
C 1.71367 -3.32143 -1.01832 -0.154
C 1.43035 -4.65328 -1.28714 -0.237
C 1.49346 -5.10146 -2.59781 -0.207
C 1.84902 -4.22742 -3.61704 -0.201
C 2.15083 -2.90513 -3.32681 -0.191
C 2.08408 -2.44221 -2.02132 -0.222
C 0.36084 -3.61283 1.34188 -0.261
C -0.93840 -3.24654 1.02588 -0.194
C -1.99303 -3.87862 1.66294 -0.185
C -1.73952 -4.86149 2.61460 -0.191
C -0.43610 -5.23609 2.90867 -0.217
C 0.62671 -4.60940 2.26992 -0.205
H 1.94410 -0.62099 1.11108 0.388
H 1.14128 -5.32763 -0.49148 0.227
H 1.26309 -6.13471 -2.82177 0.218
H 1.87415 -4.57624 -4.64130 0.216
H 2.42425 -2.22604 -4.12445 0.209
H 2.26167 -1.40108 -1.77772 0.256
H -1.12305 -2.46271 0.30525 0.252
H -3.00744 -3.58986 1.41945 0.236
H -2.56288 -5.33285 3.13585 0.217
H -0.24176 -6.00235 3.64779 0.218
H 1.65048 -4.88046 2.49934 0.220
O 1.68854 0.90483 -1.32540 -1.012
S 2.30618 2.12443 -1.95519 1.254
C 1.75860 2.15491 -3.69742 -0.606
C 2.83308 1.47330 -4.53302 -0.410
C 4.15983 1.89865 -3.90988 -0.411
C 3.99738 1.61771 -2.42207 -0.599
H 1.64056 3.20782 -3.96043 0.229
H 0.78857 1.66258 -3.72408 0.267
H 2.76154 1.75100 -5.58444 0.225
H 2.72076 0.38923 -4.45576 0.211
H 4.32836 2.96524 -4.07686 0.206
H 5.00392 1.35093 -4.32933 0.227
H 4.70651 2.14647 -1.78737 0.236
H 4.03977 0.55009 -2.19935 0.241

15
Properties=species:S:1:pos:R:3:nbo_charge:R:1 method="wB97M-V/def2-TZVPD" fmax_ev_per_a=0.93 energy_ev=-9407.2443 e_above_lowest_kcal_mol=59.7 spin_multiplicity=1 e_lumo_ev=0.6
C 0.65243 -0.14064 -1.01184 -0.657
C 0.63948 0.58763 0.29713 -0.253
C 0.87144 -0.07483 1.42188 0.087
O 0.64227 -1.43094 1.46663 -0.706
H 1.64135 -0.59984 -0.99469 0.225
H -0.06529 -0.96074 -1.11859 0.217
H 0.57483 0.52847 -1.87272 0.220
H 0.61059 1.67234 0.30987 0.215
H 1.18827 0.40686 2.33984 0.169
H 1.04261 -1.81613 2.25195 0.484
C -1.99656 0.30384 0.45175 -0.776
C -2.30423 0.27093 -0.81917 0.710
O -2.62537 0.24614 -1.94368 -0.473
H -1.64256 -0.59384 0.94793 0.276
H -2.07174 1.24127 0.98505 0.263

79
Properties=species:S:1:pos:R:3:lowdin_charge:R:1 method="wB97M-V/def2-TZVPD" fmax_ev_per_a=0.97 energy_ev=-121798.1563 e_above_lowest_kcal_mol=0.0 spin_multiplicity=1 charge=+2 e_lumo_ev=-7.4
Hf 0.12964 -0.29920 0.25913 1.467
O -0.70234 -1.65221 -1.07150 -0.186
C -0.19902 -2.70177 -1.58916 -0.077
C 1.17226 -2.98946 -1.69447 -0.102
C 1.56315 -4.14918 -2.40720 0.094
C 2.88809 -4.37961 -2.61467 -0.102
C 3.87241 -3.49538 -2.15080 0.081
C 3.51749 -2.36251 -1.45134 0.048
C 2.17200 -2.10055 -1.19078 -0.265
O 1.82859 -1.03185 -0.48728 -0.210
N 3.30346 -5.59003 -3.35474 -0.349
O 4.49154 -5.75502 -3.49432 0.123
O 2.41873 -6.30246 -3.76607 0.118
H -0.91492 -3.41228 -2.01229 0.166
H 0.82769 -4.84372 -2.79086 0.146
H 4.91018 -3.72770 -2.34994 0.142
H 4.26714 -1.68184 -1.07486 0.137
C 1.12285 1.19944 7.36747 -0.030
C 0.69407 0.51369 6.10283 -0.240
C -0.37361 -0.37138 6.08538 0.016
C -0.78693 -1.02748 4.93104 -0.291
C -1.94490 -1.98487 4.97642 -0.075
C -0.08836 -0.76258 3.75071 -0.484
Se -0.61296 -1.75325 2.16622 0.787
C 0.98640 0.12869 3.72844 -0.300
C 1.72652 0.44839 2.46103 -0.113
C 1.36628 0.75310 4.90711 0.001
H 0.54840 0.85312 8.22218 0.083
H 0.99048 2.27905 7.28609 0.091
H 2.17772 1.01359 7.56750 0.092
H -0.90363 -0.57288 7.00714 0.128
H -2.30294 -2.11300 5.99380 0.087
H -1.66103 -2.96555 4.59327 0.071
H -2.77264 -1.61782 4.36980 0.083
H 2.02719 -0.46859 1.92627 0.061
H 2.65287 0.98889 2.65762 0.111
H 1.13977 1.16711 1.85011 0.043
H 2.20344 1.43947 4.89740 0.127
O -0.30086 1.69812 0.01997 -0.422
P -0.42812 2.84888 -1.05032 0.606
N -1.41846 4.04962 -0.63123 -0.190
C -1.01688 5.07840 0.35131 -0.160
C -1.79282 4.70610 1.61208 -0.149
C -3.09680 4.07396 1.09207 -0.138
C -2.86455 3.81288 -0.40988 -0.164
N 1.07800 3.41230 -1.22886 -0.200
C 1.39679 4.47535 -2.20084 -0.168
C 2.61721 5.13864 -1.57940 -0.149
C 3.38045 3.96239 -0.96745 -0.141
C 2.29122 2.97214 -0.51560 -0.169
N -1.03779 2.21449 -2.41894 -0.181
C -1.96945 2.91192 -3.34659 -0.162
C -1.56155 2.39610 -4.72456 -0.148
C -1.02950 0.99790 -4.43481 -0.149
C -0.24181 1.21206 -3.14629 -0.191
H -1.33605 6.04822 -0.03349 0.133
H 0.06245 5.09874 0.48390 0.111
H -1.97069 5.57072 2.24686 0.119
H -1.22461 3.97844 2.19361 0.106
H -3.94930 4.73480 1.23132 0.117
H -3.31578 3.14814 1.62139 0.110
H -3.42410 4.52024 -1.02276 0.127
H -3.14415 2.80572 -0.71561 0.110
H 0.55032 5.14946 -2.32741 0.120
H 1.64370 4.04330 -3.17557 0.122
H 2.30726 5.83958 -0.80401 0.117
H 3.20602 5.68603 -2.31147 0.124
H 4.00345 4.27315 -0.13176 0.119
H 4.03093 3.50050 -1.70968 0.118
H 2.13361 3.01329 0.56519 0.107
H 2.56092 1.94429 -0.79418 0.106
H -1.87202 3.99326 -3.26034 0.116
H -2.99916 2.63788 -3.11228 0.118
H -0.77013 3.01976 -5.14367 0.121
H -2.39501 2.39504 -5.42364 0.126
H -0.41491 0.59217 -5.23553 0.124
H -1.86002 0.31287 -4.25440 0.123
H 0.76656 1.59014 -3.35982 0.123
H -0.13862 0.28412 -2.56948 0.077

Copy entry 2 word for word.
26
Properties=species:S:1:pos:R:3:lowdin_spin:R:1 method="wB97M-V/def2-TZVPD" fmax_ev_per_a=6.89 energy_ev=-33030.0171 spin_multiplicity=3 e_lumo_ev="-0.4 / -2.0"
C -1.01918 1.16353 1.53422 0.328
C -2.00828 0.87074 2.41409 0.109
C -1.09329 1.18352 0.04340 0.043
C -3.33787 0.69218 1.84237 0.408
C -2.49616 1.02696 -0.49224 0.092
C -3.50092 0.72712 0.48421 0.357
C 3.46282 -0.85691 -0.59764 0.000
C 3.54202 -2.23439 -0.87526 0.000
C 4.29247 -1.28376 -1.75691 0.000
C -2.52452 1.17358 -1.84335 0.435
N 1.70307 -0.57427 1.30612 0.007
O -0.17245 0.23569 -0.48908 0.040
S 2.59838 0.25706 0.25766 0.002
I -5.55018 0.59701 -0.00651 0.067
H -0.02619 1.36518 1.83351 0.014
H -1.88097 0.78212 3.43361 -0.001
H -0.75442 2.19978 -0.25181 0.022
H -3.99234 0.31235 2.59555 0.021
H 4.11797 -2.88887 -0.14154 0.000
H 2.68628 -2.86031 -1.26094 0.000
H 3.91390 -1.08078 -2.75591 0.000
H 5.42831 -1.35346 -1.75396 0.000
H -1.56270 1.35279 -2.36683 0.024
H -3.42718 1.10027 -2.42041 0.028
H 0.01783 -0.36729 0.26717 0.002
H 1.58362 -1.53984 1.00047 0.000